1.
# C48H60Cl10O24

A 12-piece molecular cluster, C48H60Cl10O24 overall in a non-equilibrium geometry (ωB97M-V with the def2-TZVPD basis set, OMol25).

Each line ends with the Mulliken charge.
Element x y z (Å)
Cl 15.8543 -5.2413 8.3498  -0.16
Cl 14.9771 2.7235 1.5259  -0.16
Cl 10.6632 -8.7307 11.8825  -0.18
Cl 16.0324 -2.3223 9.6873  -0.19
Cl 13.4059 1.4127 16.5726  -0.20
Cl 11.2202 2.9661 10.8132  -0.19
Cl 15.6364 -1.3242 16.6405  -0.18
Cl 13.3068 1.3490 4.2170  -0.18
Cl 11.8695 -5.5673 12.7240  -0.19
Cl 11.0894 5.8477 8.9335  -0.17
O 9.6075 -4.4511 5.6649  -0.29
O 18.1686 -1.1256 -3.7761  -0.59
O 23.3495 4.0921 8.4773  -0.53
O 18.4464 -6.0051 14.3550  -0.63
O 11.4904 -6.0262 1.1868  -0.53
O 20.5068 -3.7140 4.8588  -0.18
O 19.7243 -2.0405 0.4451  -0.50
O 15.7317 -2.5835 -3.3005  -0.52
O 20.2743 -11.4600 7.0362  -0.65
O 13.5712 -7.3917 -2.7782  -0.58
O 20.0308 -6.4271 12.0761  -0.48
O 17.3235 -3.0685 1.1823  -0.63
O 6.9616 -3.4014 7.0127  -0.29
O 18.4542 4.4597 11.0093  -0.43
O 18.8187 3.3362 8.5353  -0.57
O 21.7201 -7.9826 17.1545  -0.53
O 21.2512 -6.3026 3.6886  -0.32
O 15.2915 -12.9877 5.4430  -0.61
O 13.6698 -7.0797 2.6262  -0.62
O 15.6093 -11.3384 7.6645  -0.52
O 23.1492 5.0438 11.1731  -0.60
O 15.7274 -8.5095 -1.3656  -0.55
O 23.4556 -7.9188 15.0131  -0.58
O 20.0735 -13.2611 5.0451  -0.53
C 19.1305 -11.7596 6.6845  0.87
C 12.4983 4.9883 9.5158  -0.41
C 13.5645 -7.4409 -1.5758  0.62
C 17.6736 -13.1254 5.1447  -0.85
C 17.9776 -11.3870 7.3628  -0.78
C 8.9049 -3.1854 5.5616  -0.55
C 16.6824 -2.4124 -2.3183  0.48
C 12.5023 -6.8725 -0.7738  -0.72
C 21.0561 3.8058 8.5837  -0.39
C 14.6306 -8.0072 -0.6929  0.58
C 13.9083 3.0775 4.0481  -0.46
C 20.0560 -7.0143 15.6888  -0.75
C 22.1546 4.1553 9.1890  0.34
C 18.8000 -2.2331 -0.5141  0.37
C 21.7791 -7.1843 13.5009  -0.75
C 9.6890 -5.0853 6.9741  -0.67
C 7.3552 -3.4466 5.6140  -0.53
C 16.4930 -2.8639 -1.0396  -0.97
C 5.5368 -3.3361 7.1187  -0.78
C 22.2980 -7.6207 14.8074  0.73
C 16.7148 -11.7691 6.9663  0.40
C 19.7459 3.8287 9.1750  0.37
C 11.4264 -8.1992 13.4003  -0.47
C 14.1962 -1.0341 15.6202  -0.35
C 13.8822 3.5830 2.5794  -0.43
C 21.0203 -4.8069 5.5841  -0.58
C 17.9114 -1.6827 -2.7219  0.68
C 18.9907 -1.7790 -1.7746  -0.74
C 17.5528 -2.7597 0.0112  0.87
C 18.9271 -12.7483 5.5787  0.42
C 20.5509 -6.6766 13.3302  0.40
C 15.3425 -2.4306 8.1112  -0.38
C 20.5075 -6.1329 4.9103  -0.61
C 20.5192 -7.0418 2.7226  -0.68
C 12.5091 -6.7365 0.5465  0.47
C 12.3350 3.4275 9.5235  -0.42
C 19.6074 -6.4547 14.4462  0.67
C 20.8080 4.8799 11.1423  -0.92
C 22.1537 4.7296 10.5496  0.55
C 13.0394 -0.3261 16.3378  -0.42
C 13.5897 -7.2232 1.4131  0.85
C 16.4318 -12.6407 5.7651  0.74
C 15.8779 -3.7114 7.3952  -0.24
C 12.5238 -7.1749 13.1776  -0.36
C 19.7076 4.4442 10.4765  0.81
C 21.3155 -7.5257 15.8936  0.42
C 20.3763 -2.4153 5.4404  -0.73
C 14.6428 -7.9008 0.6279  -1.03
H 10.2412 -6.0248 6.9479  0.24
H 19.4444 -5.9494 4.7542  0.36
H 13.2918 2.9498 9.7343  0.28
H 9.0896 -2.7319 4.5878  0.30
H 6.9237 -2.5876 5.1003  0.46
H 13.2525 -7.5071 12.4381  0.31
H 12.8525 3.3729 2.2904  0.29
H 20.6465 -7.0883 5.4164  0.42
H 21.3571 -2.0227 5.7090  0.31
H 15.6135 -8.2951 -2.2944  0.34
H 19.8484 -2.4893 6.3912  0.27
H 22.3292 -7.3168 12.5810  0.42
H 16.0055 -2.1275 -4.0997  0.34
H 19.9385 -1.3161 -2.0069  0.44
H 18.4447 4.8851 11.8699  0.31
H 22.6405 -8.2524 17.1951  0.34
H 15.4002 -8.2971 1.2880  0.43
H 14.0213 4.6616 2.5065  0.33
H 16.8879 -3.4534 7.0766  0.10
H 5.0635 -2.5499 6.5304  0.31
H 20.5831 -4.8566 6.5813  0.37
H 19.7423 -1.8714 4.7402  0.22
H 10.6250 -7.8424 14.0471  0.32
H 5.2733 -3.1001 8.1497  0.26
H 19.4078 -6.8119 16.5286  0.40
H 13.3538 5.1564 8.8617  0.28
H 15.5319 -3.2988 -0.8082  0.50
H 17.5908 -13.9233 4.4215  0.40
H 19.5646 -6.5846 2.4620  0.28
H 11.6243 -6.4338 -1.2244  0.42
H 11.7379 -9.1581 13.8146  0.30
H 11.6125 -6.0403 2.1389  0.32
H 13.0048 -0.6901 17.3646  0.27
H 9.2643 -2.5239 6.3499  0.33
H 13.9234 -2.0886 15.5781  0.20
H 19.6283 -2.6254 1.2002  0.28
H 11.9080 3.0177 8.6082  0.29
H 13.2645 3.7323 4.6354  0.28
H 14.4676 -0.6370 14.6421  0.36
H 12.0164 -0.3986 15.9687  0.33
H 7.0484 -4.3465 5.0810  0.34
H 20.8224 -12.7316 5.3286  0.35
H 17.9163 -10.6843 8.1806  0.42
H 15.3564 -3.7553 6.4390  0.32
H 13.0952 -7.0154 14.0921  0.28
H 21.1029 -7.2207 1.8196  0.27
H 8.6967 -5.2766 7.3826  0.26
H 12.7942 5.3101 10.5143  0.33
H 14.8654 -11.5725 7.1047  0.34
H 10.1506 -4.4476 7.7279  0.28
H 15.5752 -1.5209 7.5575  0.30
H 5.0183 -4.2183 6.7434  0.32
H 14.2627 -2.4600 8.2572  0.26
H 19.2912 -5.8151 12.0868  0.33
H 21.2157 3.3464 7.6194  0.41
H 22.0772 -4.8732 5.8425  0.34
H 20.1698 -7.9644 3.1861  0.28
H 14.8811 3.1133 4.5385  0.33
H 20.7700 5.3464 12.1156  0.31
H 24.0156 4.4823 9.0479  0.33

Force components x, y, z for each atom (eV/Å):
-0.2 0.9 -0.7
0.4 -0.1 -0.3
-0.2 0.2 -0.4
0.7 0.5 1.4
-0.1 0.2 -0.2
-0.3 -0.3 0.4
0.3 0.9 0.2
0.3 1.1 -0.2
0.1 -0.4 -0.1
-0.2 0.1 0.0
0.5 -0.1 0.2
-1.7 -0.3 -0.3
-1.5 0.0 1.2
2.6 -0.4 -0.7
1.0 -1.0 -1.6
0.3 -0.3 -0.6
1.0 0.2 -0.9
0.6 -0.1 1.6
-0.8 -0.1 -0.8
0.8 -0.5 -0.4
1.6 -0.5 0.8
1.1 0.5 -1.5
-1.0 -0.2 -1.4
0.4 0.1 -0.6
0.2 0.8 1.5
-1.7 1.0 -1.6
-0.7 0.4 -0.5
1.6 1.0 0.7
-0.7 0.1 -1.2
2.0 -0.4 -0.9
0.1 -0.2 -0.7
-1.0 0.2 1.1
-0.2 -0.3 0.1
-1.9 0.0 0.0
2.3 -0.7 0.3
1.1 -2.0 -0.2
-0.9 0.5 1.6
1.3 -0.1 0.3
-4.4 0.8 0.7
-1.1 -2.3 0.5
-1.7 -0.3 -0.2
-1.5 0.8 0.0
0.0 -1.1 -1.3
2.5 -0.4 -1.8
0.3 0.1 -0.2
2.0 -0.2 1.9
3.0 0.8 -0.8
1.7 0.9 0.8
-0.4 -0.1 -0.8
-0.8 1.0 -0.2
1.5 1.7 1.4
0.2 0.4 -1.3
0.0 0.3 0.1
0.3 0.9 -1.1
-0.3 1.1 1.0
-0.2 -1.4 -2.8
-0.4 -0.3 0.1
-1.1 -1.2 0.4
-1.2 -0.6 1.5
-1.2 -1.7 1.0
2.0 -0.4 -0.1
0.3 -0.1 2.2
-3.3 -0.9 -0.3
-0.3 -0.7 -1.5
-1.2 0.7 -1.8
-0.7 -1.4 -0.6
1.3 1.3 -0.9
-0.5 -0.1 0.8
-2.0 1.7 2.0
-0.2 1.1 0.1
-2.2 -0.4 0.5
-0.3 -0.3 -1.0
-0.7 0.3 1.1
1.0 0.4 1.1
1.3 -0.8 -0.1
0.2 -1.0 -0.1
0.0 1.7 -0.4
0.2 -0.2 0.4
-1.1 0.8 3.2
-1.2 -0.5 2.5
0.1 -1.6 0.6
-0.3 -0.2 1.6
0.0 0.2 -0.6
-0.2 -0.2 -0.4
0.0 0.2 -0.1
0.5 -0.4 0.0
-0.5 0.1 0.0
-0.3 0.1 -0.2
0.1 0.1 -0.5
0.0 0.3 0.9
0.0 0.5 -0.6
-0.2 0.0 -0.5
-0.3 0.0 0.2
0.5 -0.1 0.2
0.4 0.3 -0.3
0.0 0.0 -0.2
0.1 0.1 0.2
0.4 0.0 -0.7
0.5 -0.1 -0.5
0.3 -0.1 0.2
0.3 -0.6 0.5
0.5 0.6 -0.3
-0.5 0.3 0.4
0.6 0.4 0.1
0.2 0.3 -0.1
0.1 -0.4 0.0
-0.1 -0.3 0.2
-0.2 0.4 -0.2
0.1 -0.2 0.2
0.0 0.1 -0.3
0.0 0.7 -0.2
0.1 0.0 -0.6
0.7 0.4 0.2
0.4 -0.2 0.4
0.0 -0.3 -0.1
-0.4 0.2 0.1
-0.6 0.2 -0.9
-0.6 -0.2 0.3
0.2 0.3 -0.1
-0.3 -0.3 -0.1
0.0 0.1 0.3
0.4 -0.2 -0.7
0.2 -0.3 0.3
0.3 0.4 0.6
0.8 0.0 0.2
-0.4 -0.8 0.2
-0.2 0.0 0.1
0.1 0.0 0.3
-0.2 -0.2 -0.2
-0.4 0.1 -0.1
-0.7 -0.3 -0.2
0.4 0.3 -0.2
0.2 -0.3 -0.2
0.3 -0.6 0.4
0.0 -0.2 -0.2
-0.4 0.1 0.6
-0.5 0.1 -0.3
0.5 0.5 -0.9
0.4 -0.7 -0.1
0.1 -0.2 -0.4
-0.1 -0.1 0.1
0.5 0.1 0.3

## Properties
HOMO-LUMO gap   7.61 eV
SMILES string   O=C1C=C(O)C(=O)C=C1O.O=C1C=C(O)C(=O)C=C1O.O=C1C=C(O)C(=O)C=C1O.O=C1C=C(O)C(=O)C=C1O.O=C1C=C(O)C(=O)C=C1O.COCCOC.COCCOC.ClCCCl.ClCCCl.ClCCCl.ClCCCl.ClCCCl

---

2.
# C48H60GeMoN2PSi4Te

C48H60GeMoN2PSi4Te as an isolated structure in a non-equilibrium geometry (ωB97M-V with the def2-TZVPD basis set, OMol25).

Each line ends with the Mulliken charge.
Element x y z (Å)
Te -1.3550 1.6530 1.4903  -0.26
Mo -0.8823 0.0604 -0.4500  -2.40
Ge 2.5870 -0.3603 -1.7412  1.86
P -2.8604 0.1490 -2.3963  2.81
Si -1.0247 3.5266 4.7387  0.57
Si 0.0987 1.6895 3.6899  0.01
Si 2.4664 1.9232 3.4258  0.18
Si -0.4677 -0.4493 4.6196  0.10
N -1.0005 -1.7208 0.3297  -0.11
N -1.7210 1.0438 -1.8089  -0.83
C 2.6443 -2.3416 -1.6454  -0.18
C -2.4567 -1.6468 -2.2921  -0.29
C 1.8768 -0.4562 -4.6341  0.38
C 0.9467 -0.0637 -0.7882  1.79
C 2.8822 0.9000 -6.3378  -0.56
C 5.1356 2.5972 -0.1500  -0.68
C -0.9245 5.0604 3.6029  -1.00
C -1.6785 -4.3077 -2.4523  -0.77
C 3.2897 0.5348 2.4030  -0.17
C 4.0359 1.8727 -0.5698  -0.22
C -4.4953 0.2432 -1.5846  0.53
C -2.3246 -0.9060 4.4382  -0.70
C -1.1807 -1.9835 -2.7549  0.14
C -5.6467 0.6873 -2.2248  -0.60
C 3.0696 1.7398 5.2305  -1.25
C 3.6437 1.5421 -5.3761  -0.81
C -2.9369 -3.9787 -1.9728  -1.03
C -6.9002 0.3428 -0.2026  -0.61
C 2.9032 3.6847 2.8274  -1.14
C 3.1922 -4.4732 -2.6234  -0.64
C -0.0482 -0.5140 6.4795  -1.07
C 3.1818 -3.0906 -2.6810  -0.22
C -5.7511 -0.0923 0.4401  -0.99
C 4.1720 0.5540 -0.9830  0.13
C -6.8434 0.7373 -1.5285  -0.75
C -1.4781 -4.1329 1.1452  -1.52
C -3.4413 0.8696 -6.8591  -0.47
C 1.9902 -0.0919 -5.9646  -0.85
C -3.3326 -2.6541 -1.8957  -0.36
C 2.6318 0.1812 -3.6591  0.24
C -0.2606 3.8805 6.4512  -1.10
C -4.0979 -0.1957 -6.2589  -0.83
C 3.5061 1.1903 -4.0451  -0.53
C 2.6632 -5.1180 -1.5179  -0.65
C -3.1133 0.4009 -4.1653  0.04
C -0.7952 -3.3121 -2.8388  -0.16
C 0.5393 -1.7624 3.6439  -0.58
C -2.4416 1.4567 -4.7630  -0.46
C 6.5364 0.6910 -0.5522  -0.75
C -3.9335 -0.4377 -4.9093  -0.22
C -2.8619 3.0464 4.9738  -1.04
C -1.2771 -2.8116 0.6375  0.89
C 6.3886 2.0043 -0.1333  -0.58
C 2.1103 -2.9984 -0.5436  -0.48
C -2.6112 1.6931 -6.1149  -0.73
C -4.5534 -0.1286 -0.2452  -0.59
C 5.4308 -0.0270 -0.9790  -0.34
C 2.1209 -4.3800 -0.4789  -0.72
H 0.4044 -1.6283 2.5696  -0.31
H 0.0914 5.4313 3.5185  0.27
H -3.6461 -0.4832 0.2573  0.51
H -0.1744 2.9694 7.0336  0.31
H 4.0987 1.6969 -3.2942  0.35
H -0.8649 4.5753 7.0258  0.40
H -2.5640 -1.8614 4.8980  0.40
H -7.8365 0.3770 0.3330  0.41
H 1.5991 -1.6558 3.8481  0.29
H -4.3247 -2.4052 -1.5431  0.51
H -3.4611 3.8763 5.3343  0.40
H 3.0509 2.3273 -0.5848  0.41
H -0.5651 -4.4774 1.6392  0.28
H 0.9895 -0.2571 6.6553  0.31
H 2.4664 4.4252 3.4917  0.35
H 2.7665 0.3464 1.4685  -0.46
H -5.6063 0.9703 -3.2681  0.44
H 4.3509 2.3098 -5.6627  0.44
H -0.2175 -1.4947 6.9132  0.39
H -2.9672 2.2368 5.6882  0.26
H -3.5812 1.0583 -7.9121  0.43
H 2.9913 1.1716 -7.3768  0.40
H -4.7419 -0.8335 -6.8445  0.43
H 1.2087 -1.2639 -4.3620  0.19
H 3.3006 -0.3936 2.9658  0.46
H 7.2473 2.5674 0.2054  0.38
H -0.5274 -1.1857 -3.1027  0.20
H 2.6795 -6.1965 -1.4636  0.43
H 2.5391 3.8871 1.8253  0.37
H 0.2665 -2.7844 3.8928  0.50
H -2.6220 -0.9587 3.3929  -0.07
H 5.0207 3.6281 0.1585  0.47
H 0.1793 -3.5773 -3.2185  0.55
H 3.6237 -5.0479 -3.4304  0.45
H -1.8002 2.0743 -4.1474  0.45
H 3.6015 -2.5743 -3.5348  0.42
H 3.9778 3.8450 2.8268  0.40
H -5.7890 -0.3953 1.4737  0.52
H 4.0708 2.1354 5.3712  0.42
H -0.6552 0.1919 7.0359  0.29
H -1.4047 -5.3469 -2.5444  0.44
H -3.6185 -4.7605 -1.6715  0.46
H 5.5388 -1.0477 -1.3192  0.37
H 1.3949 -0.5868 -6.7182  0.47
H 3.0959 0.6951 5.5245  0.31
H -1.7031 -4.8118 0.3235  0.33
H -4.4375 -1.2668 -4.4284  0.46
H -1.2628 4.8097 2.6012  0.29
H 1.7267 -4.8906 0.3901  0.47
H 4.3216 0.7703 2.1562  0.41
H -2.1009 2.5193 -6.5830  0.46
H -3.2923 2.7164 4.0331  0.31
H 0.7311 4.3101 6.3650  0.33
H 2.4143 2.2603 5.9216  0.31
H -7.7393 1.0905 -2.0173  0.43
H -2.3107 -4.1390 1.8515  0.43
H 7.5111 0.2238 -0.5521  0.40
H -2.9516 -0.1589 4.9126  0.28
H -1.5415 5.8792 3.9600  0.38
H 1.7006 -2.4130 0.2722  0.63

Force components x, y, z for each atom (eV/Å):
0.2 0.3 0.9
5.5 2.6 -1.5
1.1 -0.2 -0.7
-2.1 -1.0 -1.1
-0.4 0.4 0.2
-0.2 -0.2 -0.4
0.5 0.0 0.2
-0.2 -0.6 0.1
-1.2 -4.8 1.4
0.5 -0.1 0.2
0.0 0.7 0.0
0.3 0.5 -0.1
-0.1 -0.1 0.0
-4.6 0.5 1.0
0.0 0.1 0.0
0.0 0.2 0.1
0.1 -0.6 0.3
0.1 0.1 -0.1
-0.5 0.4 0.2
-0.2 0.0 -0.1
0.4 0.2 -0.2
0.6 0.4 -0.1
-0.1 0.2 -0.2
0.2 -0.1 -0.1
-0.3 0.1 -0.5
0.0 0.1 -0.1
-0.2 0.2 0.0
0.1 0.0 0.0
-0.3 -0.7 0.1
0.1 -0.2 0.0
0.0 0.1 -0.7
0.1 0.2 -0.2
0.0 0.0 0.1
-0.7 -0.2 -0.1
-0.2 0.1 0.0
-0.2 -0.8 0.2
0.0 0.1 0.0
0.0 0.0 -0.1
-0.2 0.1 0.0
-0.1 -0.1 0.8
-0.2 -0.2 -0.6
-0.1 -0.1 0.0
0.1 0.1 0.2
0.0 -0.2 -0.1
0.2 0.2 0.5
0.1 -0.1 0.0
-0.3 0.5 0.2
0.0 0.0 0.2
0.1 0.0 0.0
0.0 0.0 0.1
0.7 0.0 -0.2
1.0 2.5 -0.4
0.1 0.0 0.0
0.0 0.1 0.2
0.0 0.0 -0.1
0.3 -0.2 0.0
-0.1 -0.2 -0.1
-0.1 -0.1 0.1
0.0 0.1 0.0
0.2 0.0 0.0
-0.3 0.2 0.0
0.0 -0.2 0.1
0.1 0.0 0.0
-0.2 0.2 0.0
0.2 -0.2 0.1
-0.1 0.0 0.0
0.2 0.0 0.0
0.0 0.0 0.0
0.0 0.3 0.1
0.0 0.1 0.1
-0.1 0.1 0.0
0.3 0.1 0.0
-0.1 0.1 0.1
-0.1 0.0 -0.1
0.0 0.1 0.0
0.0 0.0 0.0
-0.1 -0.3 -0.1
0.0 -0.2 0.2
0.0 0.0 -0.1
0.0 0.0 -0.1
0.0 -0.1 -0.1
-0.1 -0.1 0.0
-0.1 -0.1 0.2
0.0 0.0 0.0
0.0 -0.2 0.0
0.0 -0.1 0.0
-0.1 0.0 -0.2
-0.2 -0.2 0.2
0.0 0.1 -0.2
0.0 0.0 0.0
0.2 0.0 0.0
0.0 0.0 -0.1
0.0 0.1 -0.1
0.0 -0.1 -0.1
0.2 -0.1 0.0
0.0 0.0 0.2
0.2 0.1 -0.1
-0.2 0.2 0.1
0.1 -0.1 0.0
-0.1 -0.1 0.0
0.1 -0.1 0.0
-0.1 -0.1 0.0
-0.1 -0.2 0.0
0.0 0.1 0.0
-0.1 -0.1 0.0
-0.1 -0.1 -0.2
0.0 0.0 0.1
0.2 0.2 0.0
0.1 0.1 -0.1
-0.1 -0.1 -0.2
0.3 0.1 -0.1
-0.1 0.1 0.2
0.0 0.0 -0.1
0.1 0.0 0.0
0.1 0.0 0.0
-0.1 0.2 0.1
-0.2 0.1 0.2
0.0 0.0 0.1

## Properties
HOMO-LUMO gap   6.20 eV
Energy relative to the best compared isomer or geometry (same formula, charge and spin)   49.1 kcal/mol
Net charge   +1